# 1
{"formula": "C45H58AsN8O3SSc", "method": "ωB97M-V/def2-TZVPD", "elements": ["Sc", "C", "C", "C", "C", "C", "C", "C", "C", "N", "C", "O", "C", "C", "C", "C", "C", "N", "C", "O", "N", "C", "C", "C", "C", "C", "C", "C", "C", "H", "H", "H", "H", "H", "H", "H", "H", "H", "H", "H", "H", "H", "H", "H", "H", "H", "H", "H", "H", "H", "C", "As", "C", "C", "S", "H", "H", "H", "H", "H", "H", "H", "H", "H", "C", "C", "C", "C", "C", "C", "C", "C", "N", "H", "H", "H", "H", "H", "H", "C", "N", "C", "C", "C", "O", "H", "H", "H", "H", "H", "H", "H", "H", "H", "C", "C", "N", "C", "N", "C", "C", "C", "N", "C", "H", "H", "H", "H", "H", "H", "H", "H", "H", "H", "H", "H", "H"], "positions_angstrom": [[11.841673, 15.643389, 12.329513], [13.617232, 19.287645, 14.973987], [14.437010, 19.036081, 13.745552], [15.272212, 20.035500, 13.266828], [16.160654, 19.789988, 12.235279], [16.205396, 18.560402, 11.600978], [15.462124, 17.477550, 12.067665], [15.792061, 16.100311, 11.562681], [14.526410, 17.730793, 13.099754], [13.588442, 16.719171, 13.457524], [13.820532, 16.242141, 14.735021], [14.878033, 16.345461, 15.398277], [12.661636, 15.613611, 15.346666], [12.571378, 15.391853, 16.736159], [11.445758, 14.739744, 17.251550], [10.396424, 14.463319, 16.353075], [10.580436, 14.658046, 14.987336], [11.705895, 15.231159, 14.490648], [9.612946, 14.232123, 13.965446], [8.694074, 13.440838, 14.270676], [9.837099, 14.734233, 12.691238], [8.682109, 14.590268, 11.835816], [8.523850, 13.414136, 11.042987], [9.496055, 12.303434, 11.023633], [7.343508, 13.204681, 10.351816], [6.299520, 14.127629, 10.401928], [6.438072, 15.266293, 11.180840], [7.581670, 15.481482, 11.950611], [7.515148, 16.569799, 13.007735], [13.502877, 20.384200, 15.155322], [14.125523, 18.845917, 15.841685], [12.600701, 18.854280, 14.879536], [15.245083, 21.021356, 13.751907], [16.901399, 20.555455, 11.954585], [16.878505, 18.445080, 10.761069], [15.193693, 15.767464, 10.697436], [15.647695, 15.365463, 12.351709], [16.833507, 16.156894, 11.226077], [13.409790, 15.743681, 17.327612], [11.309605, 14.458841, 18.287129], [9.396624, 14.137228, 16.657388], [10.282709, 12.409868, 10.259144], [9.014984, 11.348700, 10.846273], [10.014878, 12.208027, 11.992110], [7.250368, 12.321430, 9.738174], [5.389571, 13.989876, 9.828450], [5.685982, 16.053580, 11.135613], [7.100746, 17.505494, 12.624276], [8.548422, 16.753903, 13.368258], [6.917854, 16.265727, 13.865684], [12.968219, 8.674491, 14.438230], [11.536329, 9.274871, 13.238143], [10.245038, 7.824422, 13.039847], [12.284733, 9.551133, 11.482357], [10.774100, 11.098916, 13.920126], [13.333048, 7.680813, 14.136141], [12.616317, 8.547676, 15.460881], [13.784604, 9.426191, 14.362555], [10.722571, 6.869821, 13.290098], [9.928337, 7.869243, 11.977497], [9.399087, 8.041802, 13.717965], [12.877345, 8.667028, 11.194841], [12.892974, 10.462088, 11.518399], [11.483129, 9.691001, 10.746940], [13.332711, 13.273293, 12.648603], [14.243475, 12.962423, 13.694886], [15.677056, 13.024861, 13.433955], [16.553634, 12.911764, 14.479568], [16.091680, 12.691150, 15.801926], [14.713274, 12.373616, 16.010062], [13.840763, 12.443828, 14.943283], [16.883836, 13.108632, 16.930597], [17.478477, 13.437978, 17.896811], [12.330269, 12.868735, 12.726322], [13.780265, 13.422821, 11.675795], [16.000831, 13.239252, 12.433078], [17.609169, 13.040296, 14.285194], [14.388726, 12.079496, 17.008261], [12.777900, 12.201226, 15.084900], [11.411981, 21.007334, 10.759700], [11.798848, 19.623772, 10.845788], [12.640191, 19.113133, 9.788115], [11.249027, 18.890882, 11.790188], [10.360250, 19.465456, 12.783698], [11.369387, 17.592012, 11.753857], [11.720548, 21.330558, 9.771599], [11.899306, 21.632524, 11.529221], [10.323097, 21.097688, 10.923155], [12.158197, 19.406155, 8.864701], [12.783238, 18.034379, 9.818703], [13.611980, 19.632349, 9.790451], [10.768091, 20.359374, 13.257299], [10.146334, 18.689068, 13.541115], [9.462905, 19.775597, 12.289148], [8.961230, 15.964132, 6.928281], [9.139526, 16.930038, 8.123557], [10.092348, 16.428880, 9.097469], [11.029633, 15.489413, 8.892336], [11.867831, 15.086984, 9.859468], [12.985883, 14.209309, 9.536947], [13.376589, 14.148823, 8.055415], [12.079571, 13.999529, 7.243475], [11.097964, 15.006765, 7.580435], [10.361738, 15.630834, 6.436282], [8.406530, 16.423487, 6.136634], [8.384717, 15.089679, 7.251080], [8.204326, 17.102844, 8.648605], [9.470445, 17.938977, 7.804244], [10.120432, 16.843465, 10.022354], [12.704573, 13.177620, 9.819107], [13.846035, 14.486392, 10.162873], [14.005181, 13.266147, 7.911360], [13.979105, 14.979984, 7.703197], [11.642308, 13.042452, 7.517264], [12.237037, 13.976457, 6.155636], [10.351702, 14.869803, 5.645416], [10.880859, 16.507628, 5.980401]], "forces_ev_per_angstrom": [[0.9, -1.1, 0.2], [-0.7, 0.4, 0.0], [0.6, -1.3, -1.1], [-0.1, 0.2, 0.5], [0.6, 0.6, -0.6], [0.2, 0.2, 0.3], [-0.7, 0.8, 0.5], [-0.3, 0.2, -0.3], [-0.3, 0.6, -0.2], [0.1, -0.5, 1.2], [2.4, 1.1, -0.5], [-1.6, 0.2, -1.0], [-1.4, -1.2, 0.8], [-0.2, -0.3, -0.4], [-0.4, 0.6, -1.3], [-0.1, -0.1, -0.2], [1.5, 0.5, 0.5], [-0.7, -0.1, 1.1], [-2.1, -1.4, -1.1], [1.2, 1.7, -0.3], [0.1, 0.5, 0.6], [-0.6, -0.8, 0.3], [-0.4, 0.8, 0.3], [1.5, -0.1, 0.4], [-0.6, 0.8, -0.2], [0.3, 0.3, -0.1], [0.2, 0.1, -0.5], [0.3, -0.2, 0.2], [1.3, 0.0, -0.2], [0.1, -0.8, -0.1], [-0.3, 0.0, -0.1], [0.5, 0.1, 0.2], [0.1, -0.4, -0.2], [-0.6, -0.3, 0.0], [0.2, -0.2, 0.1], [0.1, 0.3, 0.2], [0.2, 0.0, 0.0], [-0.2, -0.4, 0.1], [-0.1, -0.3, 0.0], [0.2, 0.3, 0.1], [0.6, -0.3, 0.0], [-0.1, 0.2, 0.1], [-0.3, -0.1, -0.1], [-0.2, 0.1, -0.5], [-0.1, -0.2, 0.0], [0.1, -0.1, 0.0], [-0.1, -0.3, 0.3], [0.0, -0.1, -0.1], [-0.6, 0.1, 0.0], [0.0, -0.2, 0.0], [0.5, -0.4, -0.7], [0.1, 0.8, 0.8], [-0.1, 0.4, -0.1], [0.4, -0.5, -0.3], [-0.4, -0.9, 0.4], [0.0, 0.3, -0.2], [-0.2, 0.5, -0.1], [-0.6, -0.5, 0.2], [-0.2, 0.2, -0.2], [0.0, -0.3, 0.7], [0.5, -0.2, -0.4], [-0.1, 0.4, 0.0], [0.0, -0.2, 0.1], [0.0, 0.0, 0.3], [-0.5, 1.3, -0.1], [1.1, -0.4, -1.1], [-1.6, -0.1, 1.2], [-0.1, 0.2, 0.3], [-0.6, 0.4, 0.2], [1.2, 0.2, -0.4], [-0.6, 0.3, 0.6], [1.4, 0.1, 2.3], [-1.5, -0.8, -2.6], [0.0, -0.3, -0.3], [-0.1, -0.4, 0.1], [0.2, 0.0, -0.3], [0.1, 0.1, 0.2], [0.0, 0.2, -0.2], [0.6, 0.1, 0.0], [-0.1, 0.8, 0.4], [-0.3, -0.3, 0.9], [0.6, 0.2, -0.4], [0.9, -3.7, -1.2], [0.0, 0.0, 1.6], [-0.2, 2.3, 0.0], [-0.3, 0.4, 0.0], [0.0, -0.3, -0.4], [0.5, 0.2, -0.5], [-0.1, -0.2, -0.5], [-0.1, 0.2, 0.2], [-0.2, -0.3, 0.3], [0.1, -0.1, 0.1], [0.0, 0.6, -0.4], [-0.8, 0.1, -0.2], [0.6, 0.5, 0.9], [-0.2, 0.4, -0.2], [0.1, 0.0, 0.8], [1.7, -1.1, -1.0], [-1.3, 1.3, -0.2], [0.0, -0.6, -0.5], [-0.4, -0.2, -0.1], [0.5, -0.6, 0.4], [0.0, 1.3, 0.1], [0.2, -0.8, 0.7], [-0.4, 0.5, -0.4], [0.4, 0.0, 0.0], [-0.3, -0.2, 0.0], [-0.1, -0.4, -0.3], [-0.2, -0.1, -0.2], [0.2, 0.3, 0.1], [-0.4, -0.1, -0.4], [-0.1, 0.0, 0.0], [-0.1, 0.5, 0.1], [0.0, -0.5, -0.1], [0.1, 0.2, 0.4], [-0.2, 0.1, 0.2], [-0.2, -0.3, 0.6]], "energy_ev": -158047.1355, "relative_energy_kcal_mol": 0.00, "homo_energy_ev": -5.60}

***

# 2
{"formula": "C4H6N2S", "method": "ωB97M-V/def2-TZVPD", "elements": ["C", "C", "C", "C", "N", "N", "S", "H", "H", "H", "H", "H", "H"], "positions_angstrom": [[0.401417, 1.750085, 0.067768], [-0.200349, 0.398351, 0.006817], [-1.509240, -0.082342, -0.102864], [-1.365771, -1.485294, 0.026144], [-0.020608, -1.808151, 0.149843], [0.651489, -0.670701, 0.104357], [2.327402, -0.655999, -0.005581], [-0.449829, 2.465567, 0.026031], [1.278758, 1.948842, -0.668389], [0.884712, 1.838029, 1.054983], [-2.365840, 0.549505, -0.293527], [-2.039006, -2.222752, 0.089128], [2.406861, -2.025144, -0.454710]], "forces_ev_per_angstrom": [[0.5, 0.8, -0.2], [0.7, -0.2, -0.8], [1.4, -0.2, 0.3], [5.1, 2.9, 0.0], [-2.6, -1.0, -0.2], [-2.6, 0.4, 0.0], [1.1, -1.9, -0.5], [1.0, -0.1, -0.2], [-1.9, -0.3, 0.8], [-0.3, 0.3, -0.2], [0.0, -0.3, 0.3], [-2.4, -2.5, 0.0], [-0.2, 2.0, 0.6]], "energy_ev": -18058.9445, "relative_energy_kcal_mol": 46.78, "homo_energy_ev": -8.67, "smiles": "Cc1ccnn1S"}